1.
16
Properties=species:S:1:pos:R:3:forces:R:3:nbo_charge:R:1 method="wB97M-V/def2-TZVPD" smiles="Br/C=C/Cn1cccn1" molar_mass_da=187.040 fmax_ha_per_bohr=0.07914 de_lowest_kcal_mol=16.76 homo_lumo_gap_ha=0.3735 lumo_energy_ha=0.030 e_homo_ev=-9.350
C 1.892 -1.242 -0.953 -0.4269 0.3060 -0.1972 -0.35
C 1.153 -0.048 -0.947 1.3408 -2.5846 0.3830 -0.03
C 1.500 -1.775 0.324 1.6974 -1.4085 0.6869 -0.05
C -0.551 0.910 0.635 -1.9135 -0.1223 1.0319 -0.24
C -1.833 0.534 -0.087 -0.2586 0.1698 1.7514 -0.23
C -2.866 0.043 0.569 -1.6902 -0.5237 -0.5445 -0.19
N 0.495 0.061 0.180 0.0708 -0.2340 1.8409 -0.16
N 0.706 -0.967 0.991 0.0437 -0.9461 0.1612 -0.29
Br -4.648 -0.381 -0.181 1.1373 0.3594 -0.1361 -0.02
H 2.561 -1.624 -1.797 -1.1593 0.5690 1.7036 0.25
H 1.067 0.777 -1.499 0.0971 2.6794 -3.0618 0.20
H 1.868 -2.653 0.942 -0.4440 1.0096 -1.4429 0.22
H -0.441 1.999 0.593 0.6771 -0.2640 -0.2921 0.22
H -0.665 0.601 1.701 0.1042 0.5899 -0.7592 0.25
H -1.866 0.776 -1.107 -0.2777 0.1021 -1.3718 0.22
H -3.044 -0.248 1.591 1.0019 0.2980 0.2466 0.22

2.
39
Properties=species:S:1:pos:R:3:forces:R:3:nbo_charge:R:1 method="wB97M-V/def2-TZVPD" molar_mass_da=234.195 fmax_ha_per_bohr=0.06303 de_lowest_kcal_mol=51.36 homo_lumo_gap_ha=0.3502 lumo_energy_ha=-0.028 e_homo_ev=-10.281
O 2.070 -0.416 1.978 0.2980 2.0019 0.2160 -0.98
H 2.905 -0.828 2.089 1.2409 -0.5425 0.0498 0.49
H 1.448 -1.103 1.839 -1.3473 -1.6183 -0.2308 0.51
O 3.268 -0.033 -1.549 0.5777 0.0937 1.3680 -0.95
H 3.423 -0.084 -2.471 0.1563 -0.0504 -1.4230 0.46
H 2.328 -0.116 -1.434 -0.8774 -0.0649 0.1530 0.49
O 0.315 0.021 -0.285 -0.4019 -0.3977 -1.9401 -0.98
H 0.475 0.130 0.625 0.3220 0.4279 1.9326 0.49
H -0.453 -0.575 -0.316 0.5011 0.2429 -0.2638 0.49
O 0.233 -2.573 1.872 -1.2998 0.1743 -1.2972 -0.96
H -0.370 -2.603 1.067 0.9780 0.3703 1.3179 0.50
H 0.809 -3.317 1.730 0.4838 -0.4981 0.0300 0.47
O 0.919 -3.215 -1.419 0.5280 0.8045 -0.9045 -0.91
H 0.263 -3.763 -1.032 -0.7735 -0.9249 0.5534 0.45
H 0.452 -2.745 -2.130 0.4671 -0.0073 0.2688 0.47
O -1.515 -2.025 -0.379 0.2332 0.6139 0.8433 -0.95
H -2.348 -1.767 0.009 -0.5314 0.2412 0.3916 0.50
H -1.722 -2.670 -1.025 -0.3342 -1.0057 -1.0832 0.48
O -0.184 2.562 -1.189 0.1569 0.6877 -0.1585 -1.00
H 0.422 3.286 -0.969 -0.2166 -0.3792 0.0228 0.49
H 0.122 1.811 -0.659 0.0262 -0.1855 0.2280 0.51
O 2.048 2.374 0.987 0.0007 -0.6608 -0.6882 -0.97
H 2.203 1.438 1.203 -0.0413 0.2029 -0.1768 0.49
H 2.159 2.811 1.818 -0.0035 0.4958 0.8218 0.47
O -1.173 0.697 1.929 -0.2381 -0.2433 -1.0970 -1.00
H -1.643 1.046 1.123 0.2428 -0.3308 1.0533 0.51
H -1.371 1.334 2.605 0.0004 0.4902 0.4359 0.47
O 0.977 0.913 4.172 -1.9665 0.8191 2.1446 -0.96
H 0.089 0.501 4.254 0.9855 0.3760 -0.1083 0.46
H 1.372 0.474 3.457 0.9368 -1.1071 -1.8167 0.48
O -2.328 0.553 -2.324 -0.0034 3.1546 -0.0253 -0.92
H -2.592 -0.219 -2.731 -0.8601 -2.8304 -1.3239 0.48
H -2.499 1.251 -3.001 -0.1514 -0.4340 0.8867 0.50
O 0.110 0.852 -3.355 -1.5522 0.7359 0.8283 -0.99
H -0.867 0.924 -3.132 2.2705 -0.7120 -0.7426 0.45
H 0.356 1.441 -2.602 0.4916 -0.2202 -0.6076 0.49
O -3.005 1.385 0.042 -1.1868 -0.4080 -0.4155 -0.98
H -2.729 1.045 -0.837 0.0652 0.4078 0.4236 0.49
H -3.968 1.204 0.038 0.8227 0.2805 0.3334 0.47

3.
33
Properties=species:S:1:pos:R:3:forces:R:3:nbo_charge:R:1 method="wB97M-V/def2-TZVPD" smiles="CO[Si](OC)(C1=CCCC1)C(C)C" molar_mass_da=200.354 fmax_ha_per_bohr=0.09371 de_lowest_kcal_mol=0.00 homo_lumo_gap_ha=0.3538 lumo_energy_ha=0.030 e_homo_ev=-8.807
C 1.898 0.210 1.062 -0.9196 2.3606 1.8190 -0.15
C 1.033 0.481 0.097 -1.0084 0.8333 -0.5419 -0.50
C 3.261 -0.044 0.601 0.6507 0.9564 -0.4515 -0.45
C 1.703 0.555 -1.267 1.2103 2.6650 3.0200 -0.44
C 3.048 -0.018 -0.944 -0.5811 -4.7835 0.0289 -0.39
C -0.440 -1.879 1.872 -1.7310 0.5653 0.0164 -0.62
C -1.233 -2.362 -0.471 3.1546 -1.0731 1.5419 -0.59
C -1.696 2.704 1.472 -0.7251 0.7871 -2.8652 -0.23
C -2.184 0.949 -2.326 -1.5336 0.6023 -0.5577 -0.24
C -1.262 -1.355 0.671 -1.5252 0.8488 -0.3990 -0.65
O -1.780 1.343 1.105 0.2145 -0.0665 0.2871 -0.90
O -1.064 0.801 -1.482 -0.8306 -0.0674 -0.3477 -0.92
Si -0.816 0.480 0.107 -0.2059 -2.2700 0.6623 2.11
H 1.663 0.465 2.125 0.2050 -0.9358 -0.7983 0.21
H 4.046 0.671 0.937 -0.6614 -0.2078 -0.0429 0.21
H 3.478 -0.986 1.078 0.8901 -0.7074 -0.4975 0.22
H 1.042 0.334 -2.008 -1.0656 -2.1324 -2.3895 0.24
H 1.835 1.606 -1.532 0.0243 0.6302 0.4549 0.20
H 3.860 0.335 -1.507 1.0834 0.4897 -0.6963 0.21
H 2.884 -1.144 -1.179 0.8247 1.4914 -0.0284 0.19
H -0.960 -2.039 2.848 0.3246 0.5362 -0.8207 0.21
H -0.151 -2.824 1.505 0.8975 -1.2857 0.2040 0.20
H 0.401 -1.225 1.922 0.7335 -0.0622 0.7921 0.21
H -0.216 -2.820 -0.700 -0.9090 0.7019 0.4606 0.19
H -1.503 -1.886 -1.310 -1.1278 1.6067 -3.4843 0.20
H -1.883 -3.182 -0.348 -0.8841 -1.0500 0.5020 0.20
H -1.114 2.826 2.340 0.2378 0.0921 1.5264 0.18
H -2.786 3.065 1.545 1.9443 -0.0523 0.0399 0.19
H -1.068 3.256 0.669 -1.4226 -0.3571 1.0178 0.16
H -2.676 -0.001 -2.690 1.3202 0.4638 0.1177 0.18
H -1.835 1.600 -3.199 -0.8337 -0.9831 1.1101 0.19
H -3.116 1.391 -1.830 1.5199 0.1606 -0.2867 0.17
H -2.369 -1.305 0.837 0.7291 0.2427 0.6065 0.22

4.
50
Properties=species:S:1:pos:R:3:forces:R:3:nbo_charge:R:1 method="wB97M-V/def2-TZVPD" smiles="CCN(CC)C(=O)[C@@H]1Sc2ccccc2-c2c1c1cc(F)ccc1n2CCF" molar_mass_da=400.494 fmax_ha_per_bohr=0.10511 homo_lumo_gap_ha=0.2793 lumo_energy_ha=-0.005 e_homo_ev=-7.737
O 1.203 2.647 -1.821 -0.1709 -0.1578 0.3589 -0.63
F -3.400 3.134 -4.616 0.3269 -1.0297 0.8826 -0.33
F -5.528 -2.829 0.362 -0.2213 -1.3255 0.8319 -0.37
S -0.184 2.514 1.636 0.8960 2.1035 -0.2114 0.35
C 0.945 1.858 -0.924 1.1665 -0.8817 -0.6643 0.69
C -2.285 0.453 0.610 1.6285 3.0624 -4.1450 0.19
C -1.627 1.279 -0.333 -0.3958 0.6718 0.1916 -0.11
C -0.264 -0.326 4.267 -0.2941 -3.8488 2.8776 -0.22
C -1.262 -1.129 3.828 -2.1973 -1.6694 -2.5430 -0.22
C -4.550 1.409 -3.361 1.4496 0.0885 -0.1321 -0.26
C 0.013 0.806 3.673 1.9411 4.1684 -2.4947 -0.21
C -1.932 -0.885 2.610 0.4998 0.0818 1.4219 -0.21
C -2.344 2.192 -2.632 -0.6142 0.1976 -1.4550 -0.27
C -4.572 0.483 -2.298 -0.4606 1.3746 0.3765 -0.23
C -3.356 2.201 -3.605 -1.1280 -0.2748 2.0492 0.37
C -0.612 1.107 2.445 -2.0574 -1.8149 -0.4699 -0.21
C -1.663 0.260 1.864 1.0320 -1.2515 3.0433 -0.04
C -2.457 1.364 -1.499 0.5395 0.7684 -0.1437 -0.02
C -3.580 0.581 -1.270 -0.1111 -0.0728 -1.9608 0.12
N 1.905 0.784 -0.700 -3.5582 0.4410 -0.3148 -0.47
N -3.441 0.031 -0.039 -1.2601 -1.7144 2.6797 -0.35
C -0.449 2.229 -0.124 1.5986 -3.7476 0.8739 -0.41
C 2.477 -0.365 1.369 -1.0751 1.7768 -0.2958 -0.62
C 4.031 1.832 -1.047 0.6679 -1.4301 -0.5405 -0.61
C -4.255 -2.330 0.148 -2.3296 3.0044 0.4125 0.05
C 1.625 -0.425 0.102 2.2959 0.6246 -0.6691 -0.20
C 3.098 0.681 -1.590 -0.0549 2.0604 3.0322 -0.22
C -4.447 -0.842 0.589 1.5253 -0.1707 1.8474 -0.24
H 0.281 -0.850 5.042 0.4686 1.0497 0.5315 0.23
H -1.522 -2.108 4.228 0.4749 0.3554 0.5365 0.21
H -5.425 1.599 -4.009 0.6351 -0.5563 0.3277 0.23
H 0.852 1.497 4.002 -1.1765 -1.0029 -0.4106 0.23
H -2.626 -1.653 2.293 0.0417 0.2249 -0.1241 0.20
H -1.493 2.851 -2.723 0.1395 0.0424 -0.1450 0.24
H -5.482 -0.095 -2.164 0.1496 -0.0239 0.0861 0.22
H -0.649 3.215 -0.411 -0.3200 1.2069 -1.1307 0.26
H 2.005 0.244 2.133 0.0101 0.6281 -0.1595 0.21
H 3.516 -0.063 1.288 0.0411 -0.0975 -0.4684 0.21
H 2.388 -1.286 1.779 0.3609 -3.2222 1.4508 0.20
H 3.937 1.790 0.079 0.6934 0.0230 -1.3232 0.21
H 3.813 2.844 -1.369 -0.3257 -0.0878 -0.2112 0.23
H 5.018 1.518 -1.482 -0.3120 0.7839 0.9953 0.20
H -4.172 -2.427 -0.903 1.0815 0.0605 -1.0247 0.18
H -3.487 -2.716 0.756 0.7347 -1.4037 0.4507 0.17
H 1.977 -1.307 -0.487 -0.4117 0.5981 0.2026 0.19
H 0.593 -0.596 0.305 -0.8770 0.2468 0.2573 0.21
H 3.661 -0.231 -1.235 -1.0232 0.5704 -1.2154 0.21
H 2.784 0.830 -2.619 0.3944 -0.5241 -0.1851 0.23
H -5.454 -0.550 0.370 -0.4194 0.3653 -0.5685 0.23
H -4.380 -0.738 1.779 0.0008 -0.2714 -2.7108 0.22

5.
87
Properties=species:S:1:pos:R:3:forces:R:3:lowdin_spin:R:1 method="wB97M-V/def2-TZVPD" charge=+1 multiplicity=9 molar_mass_da=581.439 fmax_ha_per_bohr=0.04316 de_lowest_kcal_mol=12.67 homo_lumo_gap_ha="0.1962 / 0.1591" lumo_energy_ha="-0.067 / -0.255" e_homo_ev="-7.162 / -11.257"
Fe -2.472 -3.830 -0.149 0.2299 0.5499 -0.4022 5.96
Br -0.650 -2.000 -0.466 -0.5937 -0.6118 0.3241 0.54
C -0.680 -2.421 -4.417 0.1736 0.6062 -0.4520 0.00
C -0.063 -1.036 -4.636 -0.0746 0.0765 0.6760 0.00
C -1.127 0.057 -4.501 -0.5092 -0.4299 -0.8102 0.00
O -0.558 1.316 -4.759 0.2630 0.1856 0.6055 0.00
C -1.491 2.365 -4.806 -0.2045 0.3014 -0.7845 0.00
N 1.042 -0.871 -3.670 -0.4787 -0.0667 -0.1117 0.00
H 0.101 -3.160 -4.577 -0.0966 -0.1684 0.1782 0.00
H -1.488 -2.599 -5.126 -0.0235 -0.0618 0.0216 0.00
H -1.079 -2.483 -3.404 0.0310 -0.1904 0.0292 0.01
H 0.367 -0.967 -5.635 -0.0498 0.0240 -0.0704 0.00
H -1.651 0.012 -3.531 0.3133 0.0733 0.2017 0.00
H -1.912 -0.114 -5.256 0.0211 -0.1192 0.0273 0.00
H -1.979 2.626 -3.861 0.2073 -0.2248 0.2870 0.00
H -2.289 2.160 -5.530 -0.0467 -0.2057 0.0407 0.00
H -0.976 3.242 -5.194 0.1231 0.0460 0.2101 0.00
H 0.668 -1.108 -2.752 0.2117 0.0825 -0.0500 0.00
H 1.301 0.107 -3.657 0.1650 0.1240 0.0497 0.00
C -3.481 1.850 -0.946 0.2460 0.0948 -0.1900 0.03
C -2.028 2.173 -0.546 -1.2619 1.0667 0.3653 0.07
C -1.899 3.606 -0.030 0.5010 0.2165 0.0447 0.00
O -2.224 4.498 -1.063 -0.0084 -0.3123 -0.0543 0.00
C -1.772 5.814 -0.814 -0.2633 0.1994 -0.1484 0.00
N -1.534 1.255 0.452 0.7468 0.1354 -1.8758 0.53
H -3.986 2.711 -1.383 0.4097 0.1972 -0.0453 0.00
H -4.060 1.607 -0.056 0.0006 -0.4708 -0.1229 0.00
H -3.458 1.088 -1.725 -0.3914 -0.3577 0.3631 0.00
H -1.409 2.100 -1.454 0.1683 -0.1431 0.0022 0.04
H -0.855 3.777 0.276 0.0094 -0.0456 0.0989 0.00
H -2.524 3.791 0.850 -0.1345 -0.2069 0.0582 0.00
H -1.945 6.377 -1.729 0.2343 -0.0340 -0.0397 0.00
H -0.713 5.806 -0.541 0.0455 0.1368 -0.0854 0.00
H -2.345 6.325 -0.032 0.0058 -0.2473 0.1764 0.00
H -0.567 1.548 0.728 0.3724 -0.0135 1.0102 0.01
H -1.539 0.297 0.065 -0.2378 -0.0355 0.6488 0.02
C 3.526 1.208 -0.415 0.1453 0.2132 1.3899 0.02
C 2.403 2.149 0.049 0.2240 0.4806 -0.6233 0.02
C 1.880 2.989 -1.134 0.3763 -0.5374 0.3821 0.01
O 2.963 3.564 -1.807 -0.1980 0.3510 0.4552 0.00
C 2.599 4.604 -2.711 0.8223 -0.6054 0.0854 0.00
N 1.302 1.399 0.627 -1.0467 -0.7652 -1.3575 0.23
H 3.985 0.729 0.457 -0.1403 0.0223 0.0514 0.00
H 4.313 1.826 -0.841 -0.1158 -0.2967 -0.5853 0.00
H 3.142 0.387 -1.020 0.1168 0.2863 -0.5334 0.00
H 2.758 2.881 0.776 0.2125 -0.2264 0.2065 0.00
H 1.196 3.727 -0.700 -0.1404 0.1788 -0.3523 0.00
H 1.370 2.316 -1.825 -0.5560 -0.0684 -0.1633 0.00
H 1.915 4.216 -3.467 -0.2272 0.1839 -0.0181 0.00
H 3.550 4.845 -3.185 -0.2191 0.2948 -0.1573 0.00
H 2.212 5.480 -2.187 -0.1796 -0.0542 -0.0441 0.00
H 1.034 0.680 -0.059 0.1265 0.3558 -0.2007 0.00
H 1.524 0.743 1.400 0.5228 0.3660 0.2462 0.00
C 2.756 0.150 4.097 -0.3417 -0.4561 0.6632 0.00
C 1.398 -0.350 3.602 -0.0053 0.4137 -0.4822 0.00
C 0.377 0.795 3.619 1.0493 0.6764 0.1759 0.00
O 0.299 1.308 4.927 -0.7278 -0.5989 0.0613 0.00
C -0.851 2.107 5.144 -0.0594 -0.6307 0.7483 0.00
N 1.562 -0.753 2.191 0.0107 -0.4927 0.5502 0.02
H 2.653 0.492 5.127 0.0166 0.2061 -0.1055 0.00
H 3.134 0.957 3.471 -0.0363 0.0704 -0.0415 0.00
H 3.496 -0.652 4.135 -0.0297 -0.0486 -0.2503 0.00
H 1.049 -1.207 4.187 -0.0527 0.2105 0.3017 0.00
H -0.593 0.538 3.173 -0.1052 -0.2872 0.3233 0.00
H 0.800 1.608 3.002 -0.2145 -0.1749 -0.0630 0.00
H -0.831 2.973 4.484 -0.2158 0.2507 0.1682 0.00
H -0.865 2.333 6.210 0.4026 0.6572 -0.1762 0.00
H -1.789 1.543 5.063 0.1084 -0.1083 -0.7140 0.00
H 0.687 -1.073 1.785 -0.0242 -0.2711 0.0847 0.00
H 2.207 -1.537 2.182 0.0278 0.0808 -0.3825 0.00
C -0.093 -3.894 3.075 -0.3834 -0.4427 -0.3417 0.01
C -0.485 -4.795 1.886 1.7742 1.2029 0.5750 0.04
C 0.059 -6.217 2.056 -1.0218 0.6206 0.0698 0.00
O -0.406 -6.942 0.959 0.3428 -0.0131 -0.5224 0.03
C 0.105 -8.262 0.860 -0.0452 -0.2648 -0.0495 0.00
N -1.956 -4.759 1.654 0.0137 -1.2465 1.8157 0.29
H -0.557 -4.294 3.979 0.0668 0.2844 0.1723 0.00
H -0.419 -2.874 2.872 -0.2393 0.0026 0.1741 0.00
H 0.986 -3.843 3.213 0.0324 -0.2498 -0.0205 0.00
H 0.019 -4.338 1.032 -0.2502 -0.3326 -0.3161 0.01
H -0.348 -6.625 2.995 0.1787 -0.1446 0.0997 0.00
H 1.147 -6.160 2.133 0.0697 -0.1376 -0.0979 0.00
H 0.053 -8.619 -0.167 -0.3465 0.3074 -0.0613 0.00
H -0.511 -8.916 1.482 0.3274 -0.1968 0.1309 0.00
H 1.167 -8.309 1.112 -0.0800 0.0419 0.3618 0.00
H -2.447 -4.325 2.443 0.4366 0.7986 -0.3426 0.05
H -2.197 -5.725 1.931 -0.5062 -0.0767 -1.4666 0.02

6.
8
Properties=species:S:1:pos:R:3:forces:R:3:nbo_charge:R:1 method="wB97M-V/def2-TZVPD" molar_mass_da=126.158 fmax_ha_per_bohr=0.07536 de_lowest_kcal_mol=33.97 homo_lumo_gap_ha=0.3508 lumo_energy_ha=-0.006 e_homo_ev=-9.707
C 0.064 -0.347 -0.303 -1.6460 1.3494 3.1682 0.26
O 1.624 1.377 1.108 -0.5313 0.0009 -1.6656 -0.87
O -0.576 0.920 -0.301 0.9004 0.0297 -0.0473 -0.67
O -0.132 -1.014 -1.393 -1.0598 -1.1232 -3.5541 -0.70
S -0.476 -1.334 1.287 0.9121 1.3583 -1.4525 -0.06
S 1.136 1.123 -0.264 0.0778 -0.4835 2.2238 1.37
H -0.782 -0.546 -2.010 1.1885 -0.7645 1.3429 0.51
H -0.858 -0.179 1.876 0.1583 -0.3671 -0.0154 0.15